Molecular formula: C6H14NO
Method: DFT, ωB97M-V/def2-TZVPD

Output
Gap between HOMO and LUMO in eV: 5.92
SMILES: CN[C@@H](C[O-])C(C)C
Total charge: -1
E_HOMO in eV: -2.0
ΔE to the lowest compared entry with this formula, charge and spin in eV: 2.807
Calculated total energy in Eh: -366.89850

Bonds (Å) are listed after each position.
Geometry (Å):
1 C -1.9187 1.8007 -0.2161  N2 1.536, H9 1.107, H10 1.001, H11 1.162
2 N -1.2121 0.6277 0.4798  C1 1.536, C3 1.528, H12 0.998
3 C -0.4134 -0.2147 -0.5133  N2 1.528, C4 1.651, C6 1.506, H13 1.058
4 C 0.3090 0.7112 -1.6735  C3 1.651, O5 1.259, H14 1.193, H15 1.018
5 O 0.1877 0.0583 -2.7435  C4 1.259
6 C 0.7037 -0.9604 0.1672  C3 1.506, C7 1.550, C8 1.566, H16 1.094
7 C 0.2397 -2.1925 0.9855  C6 1.550, H17 1.176, H18 1.137, H19 1.073
8 C 1.6768 -0.1631 1.0999  C6 1.566, H20 1.147, H21 1.059, H22 1.080
9 H -1.4960 2.8137 -0.0700  C1 1.107
10 H -2.8819 1.8462 0.0514  C1 1.001
11 H -1.7332 1.5794 -1.3421  C1 1.162
12 H -0.5648 1.1120 1.0654  N2 0.998
13 H -1.1517 -0.6936 -1.1014  C3 1.058
14 H 1.4039 1.0242 -1.3168  C4 1.193
15 H -0.2986 1.5273 -1.6382  C4 1.018
16 H 1.2326 -1.2948 -0.7306  C6 1.094
17 H -0.0372 -3.1645 0.3846  C7 1.176
18 H -0.6248 -1.9873 1.6946  C7 1.137
19 H 1.0450 -2.5824 1.5776  C7 1.073
20 H 2.6437 -0.7607 1.2525  C8 1.147
21 H 1.0994 0.1061 1.9462  C8 1.059
22 H 1.7910 0.8075 0.6406  C8 1.080

Here are the natural (NBO) charges for atoms 1 to 5, given in e: number 1, C, carries -0.428; number 2, N, carries -0.659; number 3, C, carries -0.104; number 4, C, carries 0.043; number 5, O, carries -0.935